No. 1
Density functional theory data (ωB97M-V with the def2-TZVPD basis set) for 7 unconnected molecules or ions with the total composition C46H51F7NO2.

Last column: Mulliken charge in e.
Geometry (Å):
F 0.626 -2.780 -6.840  -0.278
F -2.524 2.975 1.339  -0.333
F -8.734 1.121 3.787  -0.361
F 4.741 4.037 3.742  -0.332
F 3.618 1.321 -1.960  -0.308
F 3.024 0.144 4.554  -0.260
F -2.781 -3.677 -0.689  -0.254
O 1.422 -0.179 -6.232  -0.393
O 0.118 -2.833 -3.676  -0.354
N 3.222 1.459 -4.667  0.271
C 6.977 4.486 3.169  -0.429
C 1.267 -0.682 -3.885  -1.087
C 1.833 1.082 -6.692  -0.554
C 2.413 -1.816 5.698  -0.519
C 0.293 -3.134 -2.294  0.672
C -4.665 -5.082 -0.774  -0.600
C -7.850 3.214 4.382  -0.382
C 2.077 -0.573 5.202  0.572
C -7.498 4.503 4.004  -0.312
C 8.681 4.227 4.852  -0.601
C -5.429 -5.998 -1.485  -0.377
C -8.256 4.070 1.765  -0.311
C 2.516 -2.227 -5.501  -0.777
C -4.573 -0.545 1.804  -0.771
C 2.009 -2.702 -6.846  -0.512
C -8.402 2.381 3.430  0.379
C 7.716 3.844 5.774  -0.283
C -3.137 -4.929 -2.649  -0.327
C 1.829 0.873 -0.472  0.259
C 8.310 4.547 3.554  -0.276
C 2.173 2.054 -5.579  -0.524
C -0.155 -0.781 5.993  -0.416
C -2.782 0.705 0.796  -0.717
C -3.912 -5.850 -3.342  -0.565
C 3.271 2.124 1.561  -0.245
C 1.395 -4.165 -2.131  -1.559
C 2.008 1.606 1.812  -1.046
C -4.290 1.789 2.347  -0.736
C -5.056 -6.383 -2.765  -0.600
C 1.434 -2.547 6.355  -0.271
C -3.537 -4.570 -1.379  0.672
C -8.613 2.778 2.125  -0.448
C -3.205 1.817 1.496  0.506
C 3.079 1.408 -0.682  0.455
C 2.145 -0.764 -5.144  2.457
C -4.974 0.590 2.495  -0.316
C -0.046 -1.465 -3.971  -1.132
C -7.698 4.933 2.699  -0.569
C 0.813 -0.034 5.337  -0.438
C 3.452 -0.015 -4.889  -2.341
C -3.475 -0.487 0.956  -0.127
C 6.379 3.778 5.408  -0.562
C 0.152 -2.035 6.503  -0.590
C 3.826 2.028 0.291  -0.986
C 6.045 4.101 4.110  0.532
C 1.292 0.980 0.804  -0.574
H 1.310 2.319 -4.974  0.292
H 2.955 1.583 -3.685  0.102
H 2.140 -2.898 -4.731  -0.044
H -5.832 0.550 3.154  0.457
H -9.044 2.085 1.416  0.427
H 2.581 2.968 -6.007  0.488
H 6.660 4.739 2.166  0.422
H 8.003 3.595 6.787  0.359
H -8.416 4.402 0.748  0.381
H 0.995 1.500 -7.249  0.442
H -5.114 -1.474 1.927  0.438
H -3.156 -1.371 0.419  0.469
H 4.808 2.421 0.065  0.451
H 0.599 0.950 4.943  0.390
H 1.677 -3.523 6.755  0.357
H 1.848 -1.024 -3.022  0.644
H -6.320 -6.412 -1.032  0.367
H -0.439 -1.407 -4.986  0.474
H 2.676 1.000 -7.390  0.327
H 1.585 1.683 2.803  0.524
H 0.534 -2.226 -1.727  0.046
H 2.399 -3.700 -7.051  0.424
H -7.425 5.939 2.412  0.403
H -1.152 -0.377 6.109  0.385
H -0.649 -3.513 -1.891  0.020
H 2.384 -3.701 -2.147  0.281
H -7.067 5.173 4.736  0.375
H -1.928 0.784 0.136  0.614
H 3.418 -2.193 5.569  0.424
H 3.899 -0.400 -3.974  0.510
H -0.785 -1.016 -3.297  0.300
H 1.350 -4.872 -2.961  0.311
H 1.010 0.371 -3.713  0.438
H 9.720 4.278 5.146  0.380
H -7.708 2.856 5.393  0.424
H 5.608 3.484 6.106  0.431
H -3.615 -6.149 -4.339  0.372
H 4.176 -0.129 -5.694  0.538
H 9.059 4.852 2.835  0.351
H 4.108 1.948 -4.782  0.458
H 1.289 0.394 -1.277  0.301
H 0.311 0.570 1.006  0.521
H 2.304 -2.034 -7.656  0.264
H -4.591 2.685 2.873  0.515
H 1.284 -4.715 -1.198  0.462
H -4.931 -4.771 0.226  0.435
H 3.606 -2.341 -5.521  0.500
H 3.824 2.604 2.355  0.491
H -0.606 -2.611 7.016  0.387
H -2.245 -4.501 -3.086  0.469
H -5.655 -7.098 -3.312  0.384

Forces on atoms 1 to 3 (eV/Å):
F -0.03 -0.02 0.00
F 0.00 -0.01 0.00
F 0.00 0.00 0.00

## Properties
LUMO level: -2.75 eV
Net charge: +1

No. 2
Density functional theory data (ωB97M-V with the def2-TZVPD basis set) for 8 unconnected molecules or ions with the total composition C49H67N11O4P in a non-equilibrium geometry.

Last column: Mulliken charge in e.
Geometry (Å):
P -0.716 -4.418 -1.394  0.082
O 2.645 2.719 1.112  -0.600
O 0.095 -0.416 -1.189  -0.370
O -0.064 -2.562 1.826  -0.348
O 0.073 -4.391 -2.827  -0.549
N -0.242 2.563 -0.980  -0.330
N -7.062 3.468 0.574  -0.297
N -7.314 -1.532 -1.115  -0.357
N 5.772 -0.644 6.390  -0.519
N 7.503 0.758 2.002  -0.513
N 7.745 -2.420 -3.338  -0.214
N 2.817 -1.550 -1.696  -0.518
N -6.931 4.076 -4.984  -0.543
N -1.715 4.951 1.833  -0.476
N 1.394 -2.886 -0.356  0.272
N 0.175 -5.615 -0.547  -0.620
C -2.239 5.359 0.679  -0.188
C 9.360 -1.476 -4.837  -0.708
C 1.502 1.947 0.721  0.020
C 5.061 -2.088 -0.799  -0.377
C 5.416 -0.837 5.123  -0.284
C 8.131 -3.629 -3.745  -0.064
C -6.023 -3.384 -0.309  -0.471
C 3.973 -2.081 -1.839  0.744
C -7.314 1.746 -1.074  -0.805
C 2.148 -1.557 -0.438  -0.617
C -7.888 -1.457 0.084  -0.055
C 1.946 0.916 -0.324  -0.788
C 4.203 -2.342 7.025  -0.487
C -2.564 4.677 2.823  -0.314
C 4.354 -2.669 -3.155  -1.197
C -0.090 -2.798 -0.602  0.968
C 8.183 3.047 1.787  -0.303
C -6.568 2.471 -0.160  -0.269
C -6.399 -2.483 -1.294  -0.248
C 1.173 -0.397 -0.267  1.451
C 5.938 2.432 1.286  -0.279
C 6.914 3.413 1.372  -0.536
C -8.552 2.321 -4.782  -0.119
C -0.692 -1.769 2.853  -0.464
C 8.426 1.714 2.088  -0.418
C -9.184 3.105 -0.476  -0.770
C 8.359 -1.370 -3.883  -0.004
C 3.842 -2.529 5.701  -0.417
C -7.431 3.016 -4.351  -0.208
C -8.652 2.074 -1.232  0.079
C -7.557 4.480 -6.086  -0.243
C -0.904 -2.664 0.697  -1.161
C -7.582 -2.307 1.137  -0.613
C -3.600 5.505 0.460  -0.530
C -8.347 3.771 0.410  -0.356
C -0.308 -1.694 -1.625  -1.734
C 9.749 -2.740 -5.247  -0.127
C -0.157 -2.096 4.244  -0.076
C 4.460 -1.762 4.727  -0.119
C -6.629 -3.291 0.934  -0.194
C 9.122 -3.843 -4.689  -0.682
C -3.941 4.788 2.707  -0.427
C 6.286 1.130 1.610  -0.062
C -9.192 2.755 -5.932  -0.504
C -4.470 5.211 1.498  -0.057
C 5.170 -1.389 7.314  -0.225
C -8.687 3.859 -6.599  -0.292
C -0.093 -0.849 5.138  -1.287
C 0.350 2.889 0.313  -0.800
H 4.931 2.652 0.962  0.524
H 4.211 -1.874 3.679  0.390
H 9.394 -4.849 -4.978  0.362
H -0.840 -0.111 4.842  0.414
H 1.981 1.316 -1.335  0.237
H 3.747 -2.918 7.819  0.380
H -0.522 -0.716 2.601  0.162
H 4.787 -1.545 0.103  -0.265
H -8.082 -2.197 2.089  0.378
H 3.091 -3.263 5.434  0.411
H 5.553 0.330 1.545  0.411
H 7.618 -4.469 -3.288  0.343
H -10.070 2.242 -6.302  0.374
H 9.821 -0.587 -5.245  0.364
H -0.307 -1.117 6.171  0.372
H 10.527 -2.865 -5.988  0.378
H -0.493 3.389 -1.501  0.254
H -1.764 -1.977 2.841  0.375
H 2.799 -1.505 0.443  0.365
H 5.383 -3.101 -0.553  0.372
H -0.412 2.823 1.092  0.094
H -6.366 -3.976 1.730  0.398
H 0.886 -0.369 5.149  0.290
H -0.875 -2.766 4.717  0.320
H -7.131 5.345 -6.582  0.364
H 0.197 -1.959 -2.558  0.411
H -6.901 2.717 -3.456  0.460
H 5.932 -1.597 -1.238  0.250
H 5.104 -2.018 -3.610  0.299
H 0.728 3.908 0.332  0.426
H 9.410 1.391 2.409  0.388
H -4.583 4.545 3.543  0.383
H 0.359 -5.397 0.428  0.330
H 8.976 3.777 1.874  0.390
H 4.813 -3.647 -3.012  0.289
H -9.155 4.233 -7.499  0.366
H -0.561 -4.619 -3.524  0.375
H 1.186 1.362 1.595  0.343
H 1.779 -3.442 -1.127  0.663
H -6.865 0.946 -1.644  0.634
H -1.378 -1.650 -1.846  0.634
H -1.615 -3.496 0.795  0.540
H 2.890 2.455 2.009  0.385
H -5.538 5.300 1.365  0.429
H 5.478 -1.211 8.338  0.376
H -2.112 4.349 3.754  0.378
H -8.724 4.588 1.015  0.345
H -10.222 3.392 -0.569  0.402
H 0.805 -2.604 4.189  0.075
H 2.979 0.690 -0.035  0.269
H 5.926 -0.222 4.388  0.480
H -1.527 5.575 -0.112  0.429
H -8.630 -0.675 0.205  0.373
H 6.686 4.441 1.123  0.419
H -5.517 2.248 -0.001  0.497
H -5.277 -4.140 -0.515  0.419
H -8.913 1.462 -4.233  0.364
H 8.033 -0.396 -3.536  0.372
H -5.948 -2.524 -2.280  0.382
H -9.271 1.530 -1.934  0.511
H -3.968 5.837 -0.501  0.392
H -1.513 -1.758 0.601  0.522
H 1.051 -5.860 -1.001  0.273
H 0.759 -0.511 0.744  -0.851
H 1.621 -3.380 0.508  0.582
H 3.502 -2.702 -3.830  0.344
H -1.039 1.950 -0.897  0.106

Forces on atoms 1 to 3 (eV/Å):
P -0.94 0.04 0.29
O -0.10 -0.02 0.27
O -0.04 0.02 0.00

## Properties
LUMO level: -2.49 eV
Net charge: +1

Number 1: total energy -73129.7278 eV, HOMO-LUMO gap 7.80 eV, molecular weight 782.905 g mol⁻¹. Number 2: total energy -85761.5046 eV, HOMO-LUMO gap 8.22 eV, molecular weight 905.122 g mol⁻¹.